(1)
DFT (ωB97M-V with the def2-TZVPD basis set) results for C6H12O in the gas phase.

```
19
Properties=species:S:1:pos:R:3
C 2.42390 0.11829 0.77855
C 1.36657 -0.53415 -0.10948
C 0.24025 0.43162 -0.46880
C -0.99608 -0.22362 -1.12404
C -0.54697 0.81493 0.73903
C -2.03904 -0.85231 -0.03174
O -1.04824 2.02182 0.50375
H 3.20994 -0.59198 1.05877
H 1.96624 0.49810 1.69872
H 2.89896 0.96244 0.26631
H 0.93203 -1.38981 0.41950
H 1.83623 -0.92326 -1.02080
H 0.62419 1.32319 -0.98994
H -0.72437 -1.10233 -1.72869
H -1.51093 0.49922 -1.77977
H -2.81992 -1.18033 -0.70106
H -2.57318 -0.34649 0.80931
H -1.57674 -1.72453 0.45411
H -1.66284 2.19920 1.22624
```

## Properties
**Total energy**: -310.9320 Ha
**Energy relative to the best compared isomer or geometry (same formula, charge and spin)**: 79.9 kcal/mol
**Kohn-Sham gap**: 9.05 eV


(2)
DFT (ωB97M-V with the def2-TZVPD basis set) results for 2 unconnected molecules or ions with the total composition C6H12O.

```
19
Properties=species:S:1:pos:R:3
C -0.49793 -1.45444 -0.34558
C 0.00957 -0.24023 -1.13288
C -2.38071 1.11529 1.42424
C -1.26525 1.74412 1.77994
O 1.48020 1.31808 -0.07017
C 1.35891 0.25172 -0.63847
C 2.55472 -0.64326 -0.88603
H -1.50206 -1.73085 -0.68232
H 0.14822 -2.32813 -0.48311
H -0.55738 -1.22655 0.72370
H -0.69355 0.59327 -1.04268
H -3.16388 0.88017 2.14116
H -2.56356 0.81120 0.39472
H -1.09504 2.04698 2.81095
H -0.47251 1.96953 1.06923
H 0.09396 -0.50001 -2.19656
H 2.39139 -1.64167 -0.46554
H 2.71120 -0.76764 -1.96405
H 3.44371 -0.19759 -0.43655
```

## Properties
**Total energy**: -311.0156 Ha
**SMILES**: CCC(C)=O.C=C
**Energy relative to the best compared isomer or geometry (same formula, charge and spin)**: 27.4 kcal/mol
**Kohn-Sham gap**: 10.58 eV


(3)
DFT (ωB97M-V with the def2-TZVPD basis set) results for 2 unconnected molecules or ions with the total composition C6H12O.

```
19
Properties=species:S:1:pos:R:3
C -0.27549 -2.90866 -0.86902
C -0.18509 -2.11022 0.37496
C -0.08258 -0.74407 0.44883
C -0.45438 0.13494 1.46640
C -0.45497 1.51441 1.27260
C -0.33734 2.47508 2.36643
H -0.46897 -2.32579 -1.76250
H -1.19838 -3.46657 -0.66263
H 0.57851 -3.55848 -0.97665
H 0.05658 -2.74834 1.23258
H -0.09337 -0.34125 -0.57180
H -1.08830 -0.29437 2.24836
H -0.69296 1.87703 0.27284
H -0.01974 1.91782 3.24122
H 0.38678 3.29020 2.30239
H -1.31579 2.90586 2.61732
H 2.48912 1.97457 -4.28528
H 1.11675 1.26528 -4.23728
O 2.03964 1.14256 -4.47879
```

## Properties
**Total energy**: -310.6775 Ha
**Energy relative to the best compared isomer or geometry (same formula, charge and spin)**: 24.9 kcal/mol
**Spin multiplicity**: 2
**<S²>**: 0.782
**Kohn-Sham gap (spin up / spin down)**: 8.42 / 6.72 eV
**Net charge**: +1